Density functional theory data (ωB97M-V/def2-TZVPD) for 12 unconnected molecules or ions with the total composition C26H66BO30.

Each line ends with the Löwdin charge.
CARTESIAN COORDINATES (ANGSTROEM)
O -1.132 2.935 -0.737  0.084
C -0.713 1.925 -0.123  -0.359
O -0.053 1.870 1.002  0.238
B 0.010 0.452 1.435  -0.868
O -0.419 -0.314 0.258  0.237
C -0.891 0.491 -0.657  -0.387
O -1.436 0.121 -1.686  0.118
O -0.863 0.163 2.623  0.228
C -0.123 -0.193 3.641  -0.395
O -0.467 -0.460 4.780  0.116
C 1.325 -0.210 3.093  -0.356
O 1.347 0.117 1.844  0.269
O 2.288 -0.554 3.830  0.074
C -7.501 -0.440 -3.435  -0.260
C -6.784 0.839 -3.055  -0.286
O -7.704 1.819 -2.749  -0.051
O -8.029 -0.309 -4.731  -0.059
H -8.221 -0.683 -2.654  0.123
H -6.774 -1.246 -3.332  0.113
H -6.083 1.145 -3.831  0.118
H -6.142 0.669 -2.191  0.123
H -8.307 1.966 -3.482  0.087
H -7.386 -0.426 -5.434  0.090
C -1.470 2.996 -9.458  -0.257
C -2.456 3.108 -8.246  -0.243
O -3.691 2.468 -8.430  -0.061
O -0.999 1.691 -9.530  -0.067
H -0.631 3.686 -9.369  0.113
H -2.022 3.127 -10.389  0.116
H -2.650 4.157 -8.022  0.112
H -2.050 2.723 -7.310  0.121
H -3.572 1.545 -8.193  0.085
H -0.629 1.728 -10.415  0.082
C 4.975 4.036 -2.311  -0.240
C 5.275 2.571 -1.879  -0.239
O 6.196 1.976 -2.738  -0.069
O 4.720 4.222 -3.679  -0.084
H 5.881 4.643 -2.304  0.117
H 4.150 4.466 -1.745  0.118
H 4.432 1.883 -1.809  0.117
H 5.770 2.588 -0.908  0.119
H 5.864 2.079 -3.633  0.079
H 4.585 5.172 -3.716  0.084
C -3.492 -4.568 1.575  -0.239
C -3.468 -4.875 0.013  -0.235
O -4.797 -4.883 -0.464  -0.072
O -4.289 -5.502 2.234  -0.064
H -3.874 -3.550 1.649  0.122
H -2.459 -4.622 1.918  0.114
H -3.098 -5.877 -0.199  0.107
H -2.755 -4.182 -0.434  0.116
H -5.199 -5.298 0.303  0.058
H -5.021 -5.077 2.688  0.094
C -4.181 -3.952 -6.876  -0.231
C -4.487 -3.512 -8.295  -0.255
O -5.242 -2.298 -8.321  -0.069
O -3.610 -5.277 -6.931  -0.081
H -5.116 -4.111 -6.339  0.116
H -3.585 -3.202 -6.356  0.123
H -5.075 -4.243 -8.851  0.119
H -3.498 -3.455 -8.750  0.117
H -5.365 -2.129 -9.258  0.079
H -3.311 -5.609 -6.081  0.083
C 1.327 -5.995 9.657  -0.229
C 0.353 -5.699 8.445  -0.206
O -0.852 -5.052 8.903  -0.089
O 1.932 -4.788 10.092  -0.074
H 2.055 -6.715 9.285  0.108
H 0.871 -6.471 10.525  0.112
H 0.077 -6.617 7.924  0.103
H 0.734 -5.092 7.624  0.118
H -0.956 -4.149 8.594  0.081
H 1.181 -4.231 10.309  0.075
C -1.886 5.895 4.418  -0.243
C -1.068 5.450 5.648  -0.225
O -0.430 6.509 6.416  -0.074
O -2.823 6.839 4.876  -0.074
H -2.273 5.017 3.901  0.119
H -1.288 6.407 3.664  0.123
H -0.363 4.743 5.212  0.114
H -1.655 4.909 6.390  0.112
H -1.161 7.129 6.474  0.060
H -3.437 6.386 5.458  0.088
C -3.590 8.113 -4.287  -0.298
C -3.626 9.424 -3.483  -0.245
O -2.995 9.457 -2.217  -0.063
O -4.307 7.046 -3.836  -0.037
H -2.572 7.764 -4.461  0.117
H -3.822 8.332 -5.329  0.115
H -4.666 9.698 -3.304  0.114
H -3.215 10.230 -4.092  0.112
H -3.667 9.236 -1.568  0.082
H -3.872 6.510 -3.169  0.102
C 4.296 -4.181 -3.586  -0.236
C 2.968 -3.603 -3.022  -0.244
O 1.910 -4.094 -3.825  -0.052
O 4.527 -5.583 -3.325  -0.073
H 5.163 -3.680 -3.156  0.108
H 4.350 -3.966 -4.653  0.110
H 3.044 -2.516 -3.043  0.111
H 2.998 -3.806 -1.952  0.118
H 1.968 -3.573 -4.629  0.084
H 4.882 -5.620 -2.434  0.074
C 6.983 -4.220 1.926  -0.248
C 8.052 -3.171 1.592  -0.266
O 9.360 -3.564 1.914  -0.052
O 6.982 -5.257 0.972  -0.069
H 5.937 -3.919 1.984  0.124
H 7.232 -4.638 2.901  0.111
H 7.726 -2.263 2.101  0.113
H 8.011 -2.805 0.566  0.123
H 9.443 -3.497 2.868  0.089
H 7.910 -5.503 1.001  0.074
C 5.359 0.606 9.689  -0.246
C 6.026 1.151 10.952  -0.211
O 5.591 0.544 12.222  -0.085
O 5.755 -0.754 9.668  -0.079
H 5.778 1.111 8.819  0.115
H 4.273 0.696 9.698  0.123
H 5.726 2.199 10.960  0.114
H 7.099 0.968 10.899  0.114
H 5.786 -0.394 12.155  0.065
H 5.161 -1.270 9.117  0.089

Computed properties:
- Net charge: -1
- E_LUMO: 1.76 eV
- E_HOMO: -7.6 eV
- Spin multiplicity: 1
- Maximum force: 0.113 Eh/bohr


Density functional theory data (ωB97M-V/def2-TZVPD) for 12 unconnected molecules or ions with the total composition C26H66BO30.

Each line ends with the Löwdin charge.
CARTESIAN COORDINATES (ANGSTROEM)
O 0.009 3.425 -0.320  0.083
C -0.216 2.146 -0.350  -0.303
O -0.119 1.396 0.605  0.338
B -0.236 0.035 0.107  -0.842
O -0.388 0.176 -1.297  0.332
C -0.392 1.347 -1.625  -0.489
O -0.422 1.811 -2.680  0.178
O -1.325 -0.691 0.840  0.293
C -0.821 -1.651 1.411  -0.329
O -1.403 -2.355 2.289  0.079
C 0.647 -1.787 1.052  -0.489
O 0.967 -0.769 0.363  0.287
O 1.276 -2.646 1.340  0.272
C -0.187 -6.189 4.572  -0.233
C -0.229 -4.916 3.839  -0.272
O -1.137 -3.930 4.364  -0.115
O 0.803 -7.096 4.008  -0.078
H -1.057 -6.503 4.526  0.035
H 0.136 -6.041 5.620  0.136
H -0.633 -5.166 2.851  0.127
H 0.838 -4.524 3.719  0.137
H -1.299 -3.329 3.530  0.052
H 1.711 -6.730 4.056  0.092
C 3.930 0.970 1.331  -0.266
C 3.882 1.731 2.657  -0.214
O 3.825 0.711 3.656  -0.071
O 3.721 1.898 0.325  -0.075
H 3.022 0.281 1.278  0.133
H 4.807 0.488 1.095  0.084
H 2.999 2.251 2.536  0.087
H 4.711 2.302 2.604  0.093
H 4.790 0.695 3.973  0.126
H 3.677 1.361 -0.496  0.056
C -2.157 -3.109 -2.317  -0.329
C -1.492 -4.392 -2.573  -0.280
O -0.301 -4.175 -1.902  -0.084
O -3.419 -3.068 -2.828  -0.052
H -1.441 -2.154 -2.725  0.167
H -2.366 -2.843 -1.188  0.145
H -1.294 -4.632 -3.633  0.128
H -2.115 -5.327 -1.985  0.183
H 0.467 -4.351 -2.440  0.086
H -3.934 -2.584 -2.210  0.027
C -4.455 -0.569 0.130  -0.149
C -3.951 0.218 -1.113  -0.272
O -3.494 1.500 -0.833  -0.074
O -4.658 -1.941 -0.377  -0.099
H -5.484 -0.114 0.396  0.150
H -3.595 -0.506 0.857  0.107
H -4.704 0.206 -2.005  0.163
H -3.165 -0.120 -1.567  0.034
H -3.839 2.217 -1.485  0.157
H -4.789 -2.487 0.403  0.052
C -2.113 2.051 4.093  -0.233
C -3.203 2.044 3.052  -0.332
O -4.440 1.695 3.405  -0.049
O -0.943 2.684 3.622  -0.020
H -1.874 1.063 4.592  0.144
H -2.652 2.555 4.885  0.109
H -2.972 1.272 2.244  0.123
H -3.255 2.944 2.547  0.106
H -4.482 1.352 4.348  0.128
H -0.264 2.116 3.389  0.045
C 4.535 -2.603 0.167  -0.361
C 5.558 -3.714 0.072  -0.253
O 5.948 -3.879 -1.273  -0.074
O 3.984 -2.558 1.358  -0.012
H 3.771 -2.603 -0.742  0.142
H 5.053 -1.505 -0.331  0.169
H 5.148 -4.796 0.416  0.169
H 6.565 -3.503 0.519  0.125
H 6.490 -3.225 -1.545  0.013
H 3.085 -2.765 1.224  0.025
C 2.602 -0.641 -2.806  -0.195
C 1.768 -0.123 -3.996  -0.158
O 0.551 -0.902 -4.083  -0.024
O 3.300 0.476 -2.299  -0.083
H 3.364 -1.373 -3.080  0.128
H 1.979 -1.039 -2.152  0.057
H 2.306 -0.325 -4.813  0.077
H 1.546 0.951 -3.961  0.109
H 0.057 -0.634 -3.390  -0.031
H 4.023 0.696 -2.939  0.130
C 1.484 5.111 2.757  -0.173
C 2.005 5.355 1.289  -0.230
O 0.984 5.678 0.382  -0.105
O 2.644 4.911 3.637  -0.030
H 0.791 4.330 2.743  0.080
H 1.072 5.981 3.116  0.085
H 2.190 4.393 1.144  0.044
H 2.835 6.206 1.349  0.167
H 0.597 4.847 -0.039  0.035
H 2.205 4.902 4.385  -0.021
C 2.735 3.959 -2.524  -0.249
C 3.698 4.763 -3.266  -0.335
O 4.803 5.223 -2.589  -0.066
O 1.694 3.522 -3.376  -0.106
H 2.351 4.614 -1.926  0.065
H 3.215 3.077 -2.196  0.102
H 3.253 5.529 -3.805  0.100
H 4.036 4.164 -4.129  0.122
H 5.228 5.800 -3.378  0.167
H 1.032 2.773 -2.884  0.135
C -1.923 2.900 -5.740  -0.304
C -1.690 4.006 -6.671  -0.263
O -2.952 4.677 -6.842  -0.085
O -0.767 2.227 -5.517  -0.052
H -2.793 2.124 -6.174  0.180
H -2.103 3.403 -4.699  0.159
H -1.463 3.674 -7.702  0.126
H -0.986 4.766 -6.459  0.112
H -2.715 5.272 -7.531  0.053
H -0.677 2.131 -4.590  0.017
C -6.053 -3.895 3.650  -0.243
C -4.585 -3.650 3.539  -0.231
O -4.278 -2.996 2.346  0.004
O -6.080 -4.431 4.895  0.029
H -6.364 -4.518 2.909  0.094
H -6.495 -2.842 3.434  0.166
H -4.145 -4.526 3.648  0.091
H -4.206 -3.057 4.215  0.089
H -3.431 -2.837 2.294  -0.036
H -6.281 -3.747 5.400  0.022

Computed properties:
- Net charge: -1
- E_LUMO: 2.06 eV
- E_HOMO: -6.9 eV
- Spin multiplicity: 1
- Maximum force: 0.225 Eh/bohr


What did we get for DFT total energy? Answer: -3312.30247 -3311.93996 Ha, in the order shown.
What did we get for orbital gap? Answer: 9.39 8.95 eV, in the order shown.
What did we get for energy relative to the best compared isomer or geometry (same formula, charge and spin)? Answer: 411.7 1363.5 kJ/mol, in the order shown.